DFT (ωB97M-V with the def2-TZVPD basis set) results for a structure of composition C14H22AsO12PSTe2Zr at a distorted geometry.

Calculated values
HOMO-LUMO gap (spin up / spin down) = 5.23 / 5.23 eV
charge = -2
highest occupied orbital energy (spin up / spin down) = -1.161 / -1.162 eV
ΔE to the lowest compared entry with this formula, charge and spin = 74.2 kcal/mol

Positions of all 54 atoms, in Å:
Zr (0.617, 0.058, -0.380)
O (0.789, 1.916, -1.238)
As (3.454, 0.079, 0.237)
O (2.372, -1.247, -0.202)
O (2.122, 1.034, 0.844)
C (3.675, 1.117, -1.543)
C (4.730, 2.010, -1.363)
C (4.973, 3.082, -2.214)
C (4.140, 3.286, -3.298)
C (3.097, 2.404, -3.535)
C (2.869, 1.340, -2.675)
S (1.633, 0.207, -3.359)
O (2.360, -0.415, -4.430)
O (0.443, 0.997, -3.829)
O (1.130, -0.733, -2.330)
H (1.048, 2.491, -0.508)
H (5.375, 1.873, -0.499)
H (5.798, 3.758, -2.019)
H (4.299, 4.125, -3.966)
H (2.442, 2.544, -4.386)
C (-1.167, -2.722, 2.272)
C (0.116, -2.671, 1.453)
C (1.086, -3.773, 1.844)
O (0.706, -1.389, 1.670)
C (-0.322, -2.795, -0.033)
O (-0.416, -3.887, -0.562)
O (-0.648, -1.651, -0.545)
H (-0.938, -2.572, 3.330)
H (-1.654, -3.690, 2.140)
H (-1.844, -1.935, 1.936)
H (1.220, -3.786, 2.930)
H (2.054, -3.601, 1.371)
H (0.704, -4.735, 1.505)
H (1.494, -1.395, 1.034)
C (-1.347, 1.524, 4.020)
C (-2.457, 0.947, 3.163)
O (-2.789, 1.840, 2.100)
P (-2.110, 1.593, 0.600)
O (-0.676, 1.037, 0.942)
Te (-3.334, 1.402, -4.034)
O (-2.842, 0.126, 0.238)
C (-4.230, 0.143, -0.063)
C (-4.582, -1.156, -0.756)
H (-1.154, 0.879, 4.882)
H (-1.620, 2.519, 4.378)
H (-0.434, 1.597, 3.430)
H (-3.368, 0.791, 3.751)
H (-2.142, -0.019, 2.762)
H (-4.470, 1.000, -0.705)
H (-4.795, 0.256, 0.871)
H (-3.991, -1.270, -1.665)
H (-5.640, -1.165, -1.030)
H (-4.371, -2.006, -0.105)
Te (-1.406, 0.642, -2.430)

Atomic partial charges in e from the Mulliken method, atoms 1 to 5:
1 Zr 0.631
2 O -0.748
3 As 0.081
4 O -0.628
5 O -0.639

=====

DFT (ωB97M-V with the def2-TZVPD basis set) results for a structure of composition C46H57EuN5O2S at a distorted geometry.

Calculated values
multiplicity = 7
HOMO-LUMO gap (spin up / spin down) = 4.48 / 4.72 eV
charge = +1
highest occupied orbital energy (spin up / spin down) = -7.281 / -9.226 eV
<S²> = 12.137

Positions of all 112 atoms, in Å:
Eu (0.903, -18.136, 15.743)
C (-0.858, -12.840, 18.842)
C (-0.230, -12.509, 17.484)
C (0.520, -13.719, 16.948)
C (1.786, -13.595, 16.396)
C (2.720, -12.414, 16.371)
C (2.864, -11.848, 14.961)
C (2.016, -14.788, 15.627)
N (0.909, -15.620, 15.698)
C (-0.037, -14.936, 16.432)
C (-1.383, -15.269, 16.611)
C (-2.019, -16.466, 16.177)
C (-3.473, -16.638, 16.210)
C (-4.453, -15.781, 16.898)
C (-4.372, -15.735, 18.410)
C (-3.740, -17.744, 15.427)
C (-2.432, -18.335, 15.117)
C (-2.260, -19.472, 14.269)
C (-1.176, -19.691, 13.398)
N (0.121, -19.339, 13.679)
C (0.868, -19.534, 12.548)
C (2.233, -19.172, 12.465)
C (2.941, -18.103, 13.059)
N (2.448, -17.299, 14.055)
C (3.421, -16.267, 14.168)
C (3.232, -15.153, 14.956)
C (4.601, -16.589, 13.418)
C (4.287, -17.705, 12.651)
C (5.168, -18.316, 11.583)
C (4.668, -17.954, 10.177)
C (5.875, -15.769, 13.513)
C (5.604, -14.324, 13.116)
C (0.064, -20.166, 11.515)
C (-1.211, -20.218, 12.060)
C (-2.465, -20.787, 11.450)
C (-2.525, -22.325, 11.529)
C (0.461, -20.545, 10.103)
C (0.708, -19.338, 9.171)
N (-1.410, -17.551, 15.637)
C (-5.022, -18.261, 14.898)
C (-5.727, -17.518, 13.717)
H (-1.293, -11.934, 19.206)
H (-1.718, -13.584, 18.864)
H (-0.045, -13.171, 19.553)
H (-0.889, -12.206, 16.723)
H (0.493, -11.683, 17.631)
H (2.423, -11.567, 17.023)
H (3.713, -12.755, 16.720)
H (1.901, -11.650, 14.550)
H (3.395, -10.860, 14.978)
H (3.446, -12.451, 14.267)
H (-2.067, -14.638, 17.215)
H (-4.386, -14.730, 16.562)
H (-5.478, -16.058, 16.628)
H (-3.324, -15.454, 18.760)
H (-5.063, -14.990, 18.810)
H (-4.509, -16.726, 18.879)
H (-3.145, -20.194, 14.194)
H (2.845, -19.750, 11.672)
H (4.122, -14.518, 15.186)
H (6.179, -17.918, 11.673)
H (5.211, -19.401, 11.728)
H (4.871, -16.904, 10.018)
H (5.267, -18.475, 9.435)
H (3.617, -18.140, 10.029)
H (6.303, -15.810, 14.516)
H (6.658, -16.249, 12.893)
H (5.183, -13.734, 13.905)
H (6.550, -13.835, 12.774)
H (4.901, -14.231, 12.289)
H (-3.327, -20.382, 11.987)
H (-2.593, -20.378, 10.433)
H (-2.795, -22.695, 12.523)
H (-3.261, -22.885, 10.893)
H (-1.551, -22.785, 11.367)
H (1.325, -21.181, 10.217)
H (-0.315, -21.213, 9.650)
H (1.424, -18.593, 9.583)
H (1.174, -19.766, 8.252)
H (-0.221, -18.805, 8.927)
H (-4.829, -19.300, 14.562)
H (-5.737, -18.369, 15.760)
H (-5.181, -17.626, 12.778)
H (-6.689, -18.059, 13.510)
H (-5.932, -16.454, 13.910)
C (6.328, -21.177, 15.825)
C (6.109, -20.204, 16.843)
C (4.842, -19.660, 16.946)
N (3.851, -19.904, 16.070)
C (4.058, -20.717, 15.040)
C (5.275, -21.431, 14.916)
H (7.204, -21.809, 15.774)
H (6.867, -19.868, 17.538)
H (4.596, -18.850, 17.620)
H (3.266, -20.798, 14.264)
H (5.442, -22.114, 14.074)
O (0.934, -21.897, 16.161)
C (0.977, -20.748, 16.025)
O (1.529, -18.245, 18.036)
S (1.376, -18.272, 19.578)
C (-0.372, -18.201, 20.088)
C (-0.616, -19.336, 21.072)
C (0.248, -20.533, 20.668)
C (1.559, -20.036, 20.012)
H (-0.874, -18.327, 19.118)
H (-0.527, -17.205, 20.484)
H (-1.674, -19.581, 21.030)
H (-0.262, -18.929, 22.034)
H (-0.352, -21.131, 19.956)
H (0.410, -21.218, 21.533)
H (2.007, -20.639, 19.204)
H (2.374, -19.912, 20.766)

Atomic partial charges in e from the Mulliken method, atoms 1 to 5:
1 Eu 1.439
2 C -0.966
3 C -0.717
4 C 0.527
5 C 0.277

=====

DFT (ωB97M-V with the def2-TZVPD basis set) results for a cluster of 2 separate species, C4H9BO2 in total at a distorted geometry.

Calculated values
SMILES = CB(O)O.C#CC
HOMO-LUMO gap = 10.66 eV
highest occupied orbital energy = -10.093 eV
ΔE to the lowest compared entry with this formula, charge and spin = 25.9 kcal/mol

Positions of all 16 atoms, in Å:
B (-2.042, -0.179, -0.141)
C (1.961, 0.177, -0.565)
C (1.573, 1.290, -0.769)
C (2.393, -1.179, -0.309)
C (-1.767, 1.192, 0.623)
O (-1.566, -1.380, 0.301)
O (-2.778, -0.164, -1.269)
H (1.284, 2.276, -0.978)
H (1.542, -1.795, -0.022)
H (3.129, -1.188, 0.495)
H (2.846, -1.599, -1.208)
H (-1.408, 1.951, -0.068)
H (-2.681, 1.582, 1.063)
H (-1.029, 1.087, 1.412)
H (-1.044, -1.336, 1.102)
H (-2.903, -1.025, -1.671)

Atomic partial charges in e from the Mulliken method, atoms 1 to 5:
1 B 0.578
2 C 0.033
3 C -0.099
4 C -1.132
5 C -0.906

=====

DFT (ωB97M-V with the def2-TZVPD basis set) results for the molecule C8H12Cl2 at a distorted geometry.

Calculated values
HOMO-LUMO gap (spin up / spin down) = 7.04 / 8.51 eV
highest occupied orbital energy (spin up / spin down) = -7.652 / -8.108 eV
ΔE to the lowest compared entry with this formula, charge and spin = 59.1 kcal/mol

Positions of all 22 atoms, in Å:
C (0.586, 0.611, -0.032)
C (1.266, -0.489, -0.079)
C (-0.881, 0.396, -0.325)
C (-1.403, -0.787, 0.320)
C (1.145, 2.002, 0.134)
C (2.227, -1.554, -0.118)
C (-1.113, 0.527, -1.819)
C (-1.219, -1.055, 1.776)
Cl (-1.981, 1.946, 0.373)
Cl (-2.868, -1.438, -0.315)
H (2.043, 2.132, -0.465)
H (1.395, 2.173, 1.179)
H (0.391, 2.725, -0.157)
H (3.127, -1.270, 0.437)
H (2.509, -1.781, -1.147)
H (1.831, -2.461, 0.345)
H (-0.718, 1.475, -2.172)
H (-2.175, 0.490, -2.042)
H (-0.612, -0.287, -2.339)
H (-0.290, -0.616, 2.129)
H (-1.217, -2.126, 1.973)
H (-2.045, -0.613, 2.344)

Atomic partial charges in e from the Mulliken method, atoms 1 to 5:
1 C 0.827
2 C -0.116
3 C 0.488
4 C 0.522
5 C -1.301

=====

DFT (ωB97M-V with the def2-TZVPD basis set) results for the molecule C7H14 at a distorted geometry.

Calculated values
SMILES = C=C(C)CCCC
HOMO-LUMO gap = 10.21 eV
highest occupied orbital energy = -9.168 eV
ΔE to the lowest compared entry with this formula, charge and spin = 38.3 kcal/mol

Positions of all 21 atoms, in Å:
C (-1.993, -0.178, -1.357)
C (-2.147, 0.378, 0.078)
C (-0.965, 0.099, 1.004)
C (0.347, 0.760, 0.528)
C (1.881, 0.081, -1.223)
C (1.417, -0.166, -0.002)
C (2.179, -0.907, 1.052)
H (-2.312, 0.554, -2.091)
H (-2.716, -0.975, -1.560)
H (-1.014, -0.619, -1.462)
H (-3.090, 0.076, 0.502)
H (-2.180, 1.471, -0.018)
H (-0.758, -0.980, 0.994)
H (-1.308, 0.312, 2.017)
H (0.018, 1.585, -0.109)
H (0.812, 1.265, 1.386)
H (2.674, -0.434, -1.761)
H (1.674, 1.017, -1.736)
H (2.940, -1.476, 0.495)
H (2.914, -0.283, 1.566)
H (1.626, -1.579, 1.700)

Atomic partial charges in e from the Mulliken method, atoms 1 to 5:
1 C -0.994
2 C -0.617
3 C -0.723
4 C -0.706
5 C -0.987

=====

DFT (ωB97M-V with the def2-TZVPD basis set) results for the molecule C3H3NS2 at a distorted geometry.

Calculated values
SMILES = C=C=NC(=S)S
HOMO-LUMO gap = 8.75 eV
highest occupied orbital energy = -8.948 eV
ΔE to the lowest compared entry with this formula, charge and spin = 40.2 kcal/mol

Positions of all 9 atoms, in Å:
C (0.108, 0.953, 0.487)
C (0.013, 1.340, 1.661)
C (0.354, -0.793, -1.138)
N (0.185, 0.576, -0.714)
S (1.746, -1.391, -1.731)
S (-1.272, -1.443, -1.279)
H (0.801, 1.840, 2.311)
H (-0.953, 1.511, 2.000)
H (-0.981, -2.593, -1.596)

Atomic partial charges in e from the Mulliken method, atoms 1 to 5:
1 C 0.842
2 C -0.996
3 C 0.357
4 N -0.459
5 S -0.239

=====

Number 1: calculated total energy -136282.8242 eV. Number 2: calculated total energy -90328.6793 eV. Number 3: calculated total energy -9066.4446 eV. Number 4: calculated total energy -33531.7816 eV. Number 5: calculated total energy -7484.6344 eV. Number 6: calculated total energy -26317.5426 eV.